ORCA calculation (ωB97M-V/def2-TZVPD) on a 12-piece molecular cluster, C46H122N6O18 overall in a non-equilibrium geometry.

Calculated values
F_max, eV/A: 2.39
Net charge: 0
HOMO, eV: -8.35
Kohn-Sham gap, eV: 8.9
ΔE to the lowest compared entry with this formula, charge and spin, kcal per mole: 35.6
2S+1: 1
E, a.u.: -3508.2177
SMILES string: COCCNCCOC.COCCNCCOC.COCCNCCOC.COCCNCCOC.COCCNCCOC.COCCNCCOC.CCO.CCO.CCO.CCO.CO.CO

Last column: Löwdin charge in e.
Atoms and positions in Å:
C1 5.945646 1.097551 -5.538292  -0.077
O1 5.645345 2.349179 -4.909077  -0.221
C2 5.066012 3.379411 -5.700119  -0.207
C3 3.976588 2.930114 -6.667756  -0.243
N1 2.882835 2.393584 -5.918025  -0.064
C4 1.844179 1.735710 -6.692040  -0.165
C5 0.915202 0.899376 -5.797589  -0.201
O2 -0.304754 1.579967 -5.588674  -0.176
C6 -1.291092 0.772542 -5.018215  -0.121
H1 5.328077 0.786262 -6.378218  0.063
H2 5.875328 0.354204 -4.744989  0.068
H3 6.979772 1.234445 -5.880153  0.095
H4 5.858384 3.893077 -6.266451  0.119
H5 4.705013 4.076030 -4.942001  0.120
H6 4.377196 2.242345 -7.429979  0.096
H7 3.655953 3.836059 -7.198014  0.125
H8 3.193411 1.909760 -5.088037  0.107
H9 2.342653 1.102859 -7.437892  0.104
H10 1.192954 2.479983 -7.154443  0.125
H11 1.353436 0.561006 -4.853573  0.122
H12 0.686705 0.007256 -6.390658  0.086
H13 -1.620155 -0.076568 -5.631070  0.084
H14 -2.183517 1.382943 -4.872546  0.087
H15 -1.002936 0.377918 -4.036765  0.083
C7 -4.821593 2.451892 6.405865  -0.117
O3 -3.411662 2.405624 6.463013  -0.177
C8 -2.792765 3.654401 6.737076  -0.197
C9 -2.983399 4.178866 8.175659  -0.192
N2 -4.214269 4.954424 8.368169  -0.059
C10 -4.037496 6.429492 8.255755  -0.193
C11 -3.412144 6.985919 9.501157  -0.231
O4 -4.351677 7.139160 10.545124  -0.178
C12 -4.926300 8.413183 10.629266  -0.129
H16 -5.257396 3.319994 5.909336  0.070
H17 -5.271515 2.324930 7.396921  0.093
H18 -5.161756 1.557499 5.878555  0.080
H19 -3.022777 4.457222 6.030548  0.111
H20 -1.739763 3.402210 6.598710  0.091
H21 -2.129247 4.848925 8.346999  0.105
H22 -2.937694 3.456479 8.995217  0.120
H23 -4.810606 4.626821 7.616890  0.066
H24 -5.046849 6.776659 8.043799  0.122
H25 -3.387122 6.612895 7.389066  0.109
H26 -2.955283 7.957052 9.262555  0.118
H27 -2.581142 6.401757 9.899375  0.122
H28 -5.546338 8.613954 9.742438  0.083
H29 -4.171072 9.203203 10.666883  0.084
H30 -5.640370 8.541118 11.440007  0.085
C13 1.806723 -1.840017 -2.439430  -0.073
O5 0.655580 -1.240232 -1.863818  -0.181
C14 0.447742 -1.520137 -0.507927  -0.248
C15 -0.761913 -0.754733 0.033046  -0.204
N3 -2.007017 -1.424694 -0.244874  -0.040
C16 -3.153961 -0.540136 0.010321  -0.196
C17 -3.405962 -0.157939 1.458603  -0.224
O6 -2.466047 0.620100 2.178338  -0.218
C18 -2.829551 0.759499 3.543934  -0.085
H31 1.793085 -2.929248 -2.352352  0.073
H32 2.659803 -1.342196 -1.972037  0.083
H33 1.819000 -1.655286 -3.512527  0.070
H34 1.362363 -1.192592 0.013915  0.118
H35 0.364666 -2.549446 -0.123159  0.112
H36 -0.650405 0.158742 -0.571716  0.129
H37 -0.599823 -0.610894 1.091814  0.091
H38 -2.047930 -1.648619 -1.233620  0.110
H39 -4.043331 -1.045740 -0.361898  0.121
H40 -3.053306 0.434409 -0.495854  0.107
H41 -3.627879 -1.113385 1.959717  0.100
H42 -4.416354 0.275785 1.497702  0.124
H43 -2.009711 1.362951 3.934289  0.073
H44 -2.668421 -0.153597 4.134251  0.093
H45 -3.853853 1.096450 3.697193  0.082
C19 1.700975 -3.516028 -5.979584  -0.122
O7 0.347650 -3.582237 -6.320984  -0.183
C20 0.053216 -3.386602 -7.690674  -0.207
C21 0.322614 -1.981011 -8.204070  -0.197
N4 0.190904 -1.922262 -9.657862  -0.057
C22 1.254268 -2.457576 -10.469912  -0.209
C23 2.473098 -1.572079 -10.670028  -0.229
O8 3.151634 -1.436234 -9.440250  -0.190
C24 4.198279 -0.505563 -9.475497  -0.124
H46 2.050352 -2.478441 -5.890757  0.078
H47 2.318106 -4.106983 -6.666708  0.096
H48 1.922336 -3.891140 -4.975546  0.072
H49 -1.006633 -3.629620 -7.778440  0.125
H50 0.587582 -4.145375 -8.274209  0.114
H51 1.352053 -1.694184 -7.975128  0.091
H52 -0.329604 -1.221911 -7.776770  0.111
H53 -0.367609 -1.208656 -10.083525  0.107
H54 0.892751 -2.763953 -11.455836  0.118
H55 1.567699 -3.415191 -10.045858  0.112
H56 2.162503 -0.607951 -11.098731  0.122
H57 3.150301 -1.930714 -11.457448  0.120
H58 4.711736 -0.361536 -8.529001  0.072
H59 3.832116 0.503872 -9.716285  0.083
H60 4.908962 -0.700837 -10.283911  0.088
C25 2.903371 -3.762655 0.911082  -0.113
O9 3.868988 -2.751118 0.765721  -0.192
C26 4.952429 -3.094446 -0.090588  -0.212
C27 5.889594 -1.913032 -0.165750  -0.211
N5 5.404671 -0.779494 -0.951205  -0.044
C28 6.413881 0.291552 -0.874350  -0.204
C29 5.857174 1.543942 -1.450959  -0.233
O10 4.728838 2.056997 -0.759214  -0.173
C30 4.355167 3.309266 -1.257262  -0.122
H61 2.355200 -4.053685 0.013427  0.065
H62 2.219838 -3.330255 1.645366  0.074
H63 3.261347 -4.670998 1.410780  0.094
H64 4.617394 -3.532168 -1.037770  0.121
H65 5.457505 -3.922192 0.430521  0.125
H66 6.891576 -2.226516 -0.467214  0.119
H67 6.054556 -1.593293 0.874363  0.125
H68 4.596136 -0.360427 -0.496812  0.116
H69 7.332451 0.051065 -1.418995  0.125
H70 6.796878 0.452103 0.144384  0.125
H71 5.537987 1.411083 -2.496255  0.110
H72 6.620026 2.333724 -1.528890  0.130
H73 4.984105 4.161136 -0.975886  0.091
H74 3.405154 3.572378 -0.779619  0.091
H75 4.145091 3.314609 -2.330840  0.082
C31 -1.819289 -5.766055 7.784981  -0.121
O11 -2.517683 -6.587673 6.868610  -0.187
C32 -3.759464 -6.096857 6.420231  -0.232
C33 -3.561237 -4.894650 5.498170  -0.235
N6 -4.788602 -4.377570 4.890199  -0.036
C34 -4.433958 -3.469155 3.799662  -0.213
C35 -5.671782 -2.685511 3.352758  -0.239
O12 -6.134248 -1.851917 4.398603  -0.185
C36 -7.376631 -1.273889 4.100214  -0.123
H76 -2.409541 -5.005136 8.304478  0.089
H77 -1.024593 -5.245642 7.244598  0.084
H78 -1.368927 -6.368321 8.574274  0.083
H79 -4.467375 -5.913888 7.238585  0.124
H80 -4.194036 -6.915922 5.838617  0.122
H81 -2.779081 -5.109054 4.761335  0.124
H82 -2.984341 -4.189204 6.123590  0.111
H83 -5.115306 -3.766237 5.637951  0.111
H84 -4.132932 -3.993361 2.892572  0.126
H85 -3.697432 -2.713498 4.094797  0.112
H86 -6.453984 -3.355886 2.981864  0.126
H87 -5.410983 -2.070331 2.483639  0.097
H88 -8.243930 -1.935024 4.212878  0.090
H89 -7.425937 -1.033885 3.026090  0.084
H90 -7.517840 -0.342419 4.642349  0.083
C37 0.543823 2.666535 5.232787  -0.133
O13 0.883637 4.062563 5.374569  -0.140
H91 -0.493119 2.612806 4.889660  0.048
H92 1.304866 2.296814 4.556655  0.082
H93 0.516999 2.277801 6.254820  0.085
H94 0.478263 4.427650 6.163051  0.055
C38 0.489401 -1.082231 3.562894  -0.105
O14 0.088466 -1.966872 4.641722  -0.137
H95 -0.344967 -0.430507 3.299767  0.051
H96 1.178609 -0.440891 4.114999  0.079
H97 0.905061 -1.672206 2.751751  0.066
H98 -0.108163 -2.822610 4.250584  0.060
C39 6.123173 -3.947293 -4.528478  -0.084
C40 6.272396 -2.577217 -3.910645  -0.328
O15 4.972483 -2.083415 -3.613578  -0.117
H99 7.071577 -4.482021 -4.641605  0.072
H100 5.677457 -3.859501 -5.518464  0.073
H101 5.533191 -4.627398 -3.911401  0.066
H102 6.801288 -1.922129 -4.618025  0.098
H103 6.872264 -2.477464 -2.998224  0.103
H104 4.994521 -1.636010 -2.749224  0.026
C41 -2.065439 4.566557 -0.817630  -0.088
C42 -2.574759 3.509059 0.123986  -0.323
O16 -1.448050 2.865409 0.728264  -0.087
H105 -1.552599 5.305605 -0.190021  0.075
H106 -2.814571 5.225357 -1.264644  0.072
H107 -1.376251 4.206231 -1.577261  0.077
H108 -3.271361 2.816115 -0.366472  0.101
H109 -3.103008 3.948570 0.981085  0.090
H110 -1.814479 2.382311 1.485507  0.048
C43 0.380568 -5.594095 -1.945718  -0.077
C44 1.613152 -6.404368 -2.299019  -0.320
O17 2.292126 -6.828125 -1.104877  -0.088
H111 -0.193618 -5.441099 -2.860330  0.081
H112 0.633295 -4.639581 -1.490815  0.037
H113 -0.211053 -6.231079 -1.286582  0.082
H114 2.282306 -5.838125 -2.954401  0.099
H115 1.286148 -7.300421 -2.835232  0.108
H116 3.092990 -7.251173 -1.431669  0.078
C45 -5.185298 4.139932 3.139587  -0.091
C46 -4.708657 5.579774 3.227973  -0.305
O18 -4.384075 5.928720 4.574359  -0.093
H117 -4.322193 3.477918 3.224290  0.062
H118 -5.592017 4.024465 2.129674  0.079
H119 -6.023880 3.885696 3.783059  0.073
H120 -5.589452 6.173358 2.946781  0.111
H121 -3.903354 5.774837 2.516877  0.107
H122 -4.138707 6.859731 4.553836  0.084

Forces on atoms 1 to 2 (eV/Å):
C 1.0 0.9 0.5
O -1.0 -0.6 -0.1